[1]
# C4H8N2O2S2

An isolated molecule of C4H8N2O2S2 (ωB97M-V/def2-TZVPD, OMol25).

```
18
Properties=species:S:1:pos:R:3:forces:R:3
C -0.357348 -2.149375 -0.465028 -0.7 1.2 0.1
C 0.340372 0.110545 -0.017891 -1.1 0.9 0.0
C 1.470512 1.019428 -0.505024 -0.3 1.3 -0.3
C -0.921157 0.963455 0.380809 1.0 1.9 0.1
N -0.144249 -0.902697 -0.926465 1.5 0.4 2.8
N 0.027101 -2.139245 0.875080 -0.3 -2.0 0.7
O -0.895591 -3.008725 -1.123320 0.5 -0.7 0.7
O -0.190857 -0.153979 2.554907 -1.6 0.9 2.2
S -1.618756 1.847317 -1.068994 1.9 1.7 1.0
S 0.717823 -0.722336 1.627650 1.3 -2.3 -2.7
H 1.738482 0.986035 -1.574452 -0.1 -0.8 0.4
H 2.392753 0.944653 0.104398 -0.6 0.2 -0.3
H 1.002293 2.042216 -0.483877 1.1 -0.7 0.5
H -0.800558 1.735807 1.225791 0.1 -1.4 -1.4
H -1.649822 0.285016 0.683644 -1.3 -1.1 0.6
H -0.230995 -0.734513 -1.851142 -0.4 0.8 -3.4
H -0.161714 -3.060117 1.317089 0.6 1.3 0.1
H -0.718288 2.936516 -0.753175 -1.7 -1.3 -1.0
```
Forces are in eV/Å.

Values from the calculation:
HOMO = -9.4 eV
LUMO energy = 0.41 eV
Total charge = 0


[2]
# C14H42CaFO7

A structure of composition C14H42CaFO7 (ωB97M-V/def2-TZVPD, OMol25).

```
65
Properties=species:S:1:pos:R:3:forces:R:3
Ca 1.562317 0.923509 -0.334228 -1.3 -0.8 0.0
F -0.503798 0.399351 0.226546 0.6 0.2 -0.3
C 0.095368 -3.974582 2.016250 0.2 0.0 0.3
C -0.623579 -2.671680 1.809952 0.0 0.2 -0.3
O -0.488386 -2.288385 0.427884 0.1 0.1 0.1
H 1.155204 -3.864037 1.775085 0.0 -0.1 -0.2
H -0.349345 -4.759198 1.408995 0.1 -0.1 0.0
H 0.048246 -4.268239 3.067142 -0.1 -0.1 -0.1
H -0.205041 -1.881406 2.442630 0.0 0.0 0.0
H -1.685330 -2.758704 2.040212 0.0 0.0 0.1
H -0.675429 -1.330355 0.360696 -0.2 0.0 0.1
C 4.329278 -0.701028 2.283631 -0.1 0.1 0.1
C 2.891689 -1.115531 2.057385 0.3 0.0 -0.1
O 2.031104 0.028957 1.778290 0.5 -0.2 0.3
H 4.948629 -1.585452 2.431504 0.0 0.0 0.0
H 4.443367 -0.068145 3.165499 0.0 0.0 0.0
H 4.710920 -0.157560 1.416758 0.1 0.0 0.0
H 2.489410 -1.658412 2.910348 -0.1 0.0 0.0
H 2.825817 -1.755870 1.181320 -0.1 0.0 0.0
H 1.718342 0.359313 2.625772 -0.2 0.1 0.0
C -0.610749 1.057099 -4.321435 0.3 -0.3 -0.1
C 0.034981 1.726387 -3.133390 -0.4 0.1 -0.2
O 1.178838 0.974403 -2.655825 0.2 0.2 0.1
H -1.488590 1.612208 -4.643677 0.0 0.0 0.0
H -0.912941 0.039738 -4.069239 -0.1 0.1 0.1
H 0.079676 0.997279 -5.170747 0.0 0.1 0.1
H -0.673834 1.754222 -2.305654 0.1 0.0 0.0
H 0.345780 2.746611 -3.373330 0.1 0.0 0.0
H 1.720531 0.715345 -3.408457 0.0 0.0 -0.1
C -4.129033 1.796682 3.137125 0.0 0.1 0.3
C -3.191722 1.621925 1.965465 -0.1 0.1 -0.2
O -2.298164 0.554242 2.243039 0.0 0.1 0.2
H -4.917025 1.046065 3.166538 0.0 0.0 -0.1
H -4.586874 2.786619 3.115812 -0.1 -0.1 -0.1
H -3.570205 1.718118 4.073836 0.0 0.0 -0.1
H -2.641210 2.563233 1.796555 0.0 -0.1 0.1
H -3.750861 1.430798 1.040792 0.0 -0.1 0.1
H -1.662551 0.500031 1.516819 0.0 0.0 -0.1
C 1.395210 4.187738 2.311387 0.1 -0.2 -0.1
C 0.388715 3.428527 1.473094 -0.1 0.0 0.0
O 0.876697 3.176289 0.122562 0.2 -0.2 0.1
H 1.620834 5.161423 1.876283 -0.1 0.0 0.0
H 2.334698 3.636744 2.403358 0.0 0.0 0.0
H 1.003498 4.331965 3.317966 -0.1 0.1 0.0
H -0.560955 3.956867 1.401232 0.0 0.0 0.0
H 0.162911 2.441747 1.881906 0.0 0.0 0.0
H 0.800827 3.980004 -0.399691 0.0 0.0 0.0
C -3.847346 -0.919706 -3.192109 0.2 -0.1 -0.1
C -2.859446 -0.958321 -2.049786 -0.1 -0.1 0.1
O -2.646793 0.364673 -1.575277 0.2 0.1 -0.2
H -4.800283 -0.508641 -2.868347 0.0 0.0 0.0
H -4.005189 -1.926018 -3.584311 -0.1 0.0 0.1
H -3.453974 -0.311114 -4.009794 -0.1 0.1 0.1
H -1.916532 -1.408038 -2.390232 0.0 0.0 0.1
H -3.248225 -1.584772 -1.237657 0.1 0.0 -0.1
H -1.889458 0.355516 -0.969134 -0.1 0.0 0.1
C 3.536274 -2.265661 -2.116656 -0.3 0.2 0.1
C 2.014620 -2.274844 -2.005445 0.2 0.1 0.1
O 1.586548 -1.438785 -0.911900 0.2 -0.1 0.0
H 3.971353 -2.309449 -1.117169 0.0 -0.2 0.0
H 3.910108 -1.359866 -2.600862 0.0 0.0 0.0
H 3.877157 -3.125056 -2.688774 0.1 0.0 -0.1
H 1.659947 -3.290724 -1.829440 0.0 0.0 0.1
H 1.543174 -1.912193 -2.921344 0.0 0.0 0.0
H 0.900775 -1.941853 -0.385750 0.0 0.3 0.0
```
Forces are in eV/Å.

Values from the calculation:
HOMO = -11.8 eV
LUMO energy = -3.21 eV
Total charge = +1


[3]
# C4H11NOS

An isolated molecule of C4H11NOS (ωB97M-V/def2-TZVPD, OMol25).

```
18
Properties=species:S:1:pos:R:3:forces:R:3
C 0.419424 0.881262 -1.960984 -1.2 -0.4 -1.5
N -0.388336 -0.151273 -1.328943 0.3 0.2 -0.1
C -0.339617 -0.347627 0.127200 -1.9 -0.6 -2.4
C -1.171962 0.774130 0.785530 2.2 0.3 0.0
O -1.480901 0.428518 2.111148 -0.3 0.4 0.6
C 1.085084 -0.548390 0.606984 1.0 -0.2 2.7
S 1.632905 -2.288745 0.921636 -0.6 0.5 0.8
H 1.344377 1.152195 -1.467240 -0.1 0.2 0.4
H 0.713693 0.582180 -2.979654 0.1 -0.3 0.3
H -0.260466 1.710142 -2.195586 0.6 0.6 0.5
H -0.601449 -0.957559 -1.891833 0.4 0.0 0.2
H -1.049176 -1.223011 0.188049 1.4 0.2 0.7
H -0.416193 1.580460 0.926820 -0.9 0.2 -0.3
H -1.992395 1.093890 0.097722 0.4 -0.4 0.8
H -2.139682 -0.261319 2.202864 -0.1 -0.2 -0.4
H 1.360449 0.046505 1.519862 -1.0 -0.8 -0.1
H 1.962259 -0.210486 0.088289 -0.4 0.4 -1.8
H 1.321978 -2.260878 2.248134 0.1 -0.3 -0.6
```
Forces are in eV/Å.

Values from the calculation:
HOMO = -8.4 eV
SMILES = CN[C@H](CO)CS
LUMO energy = 0.85 eV
Total charge = 0


[4]
# ClH2IN2P2

An isolated molecule of ClH2IN2P2 (ωB97M-V/def2-TZVPD, OMol25).

```
8
Properties=species:S:1:pos:R:3:forces:R:3
N -0.163080 -0.225417 -0.138576 0.6 0.4 1.2
N -0.421494 -1.478285 0.471173 -0.1 -1.1 -3.0
P -0.866123 -2.960280 -0.569590 -1.0 1.3 2.5
Cl 0.717454 -3.701174 -1.525749 1.4 -0.2 -0.3
P -0.141537 -2.394393 1.780826 -0.1 0.6 -0.1
I 1.921779 -1.353608 3.037615 -0.4 -0.5 -0.7
H 0.500695 -0.344572 -0.895905 0.1 -0.3 0.2
H -0.991322 0.175716 -0.549875 -0.6 -0.3 0.2
```
Forces are in eV/Å.

Values from the calculation:
HOMO (spin up / spin down) = -7.9 / -7.9 eV
SMILES = NN1P(Cl)#P1I
LUMO energy (spin up / spin down) = -1.56 / -1.56 eV
Total charge = 0


[5]
# C3H9N2

The ion C3H9N2 with charge +1 (ωB97M-V/def2-TZVPD, OMol25).

```
14
Properties=species:S:1:pos:R:3:forces:R:3
C -1.399962 1.144601 -0.022682 -2.0 -3.0 -2.7
N -0.456864 0.023512 -0.002126 8.3 1.8 -0.7
C -0.814362 -1.269980 0.299306 -2.4 -3.2 0.0
C 0.925394 0.289681 -0.145107 1.5 1.0 -2.0
N 2.563950 -0.020780 -0.053495 -8.4 0.6 1.3
H -2.179323 0.714552 0.590820 -0.4 0.7 0.6
H -0.958026 2.006122 0.341129 0.5 1.7 0.5
H -1.900615 1.169706 -1.061271 1.1 0.5 1.4
H 0.068315 -1.839710 0.564926 -0.1 -0.2 0.1
H -1.529693 -1.211718 1.121102 0.0 -0.6 0.1
H -1.333934 -1.817182 -0.589123 0.9 1.1 1.4
H 1.068684 1.159936 -0.761981 -0.5 0.8 0.4
H 3.075274 0.411132 -0.760401 0.6 0.8 -1.4
H 2.871166 -0.759868 0.478907 0.9 -2.0 1.0
```
Forces are in eV/Å.

Values from the calculation:
HOMO (spin up / spin down) = -14.9 / -14.9 eV
SMILES = C[N+](C)=CN
LUMO energy (spin up / spin down) = -5.11 / -5.11 eV
Total charge = +1


[6]
# C33H27N2O3Sb2Se4V

A structure of composition C33H27N2O3Sb2Se4V (ωB97M-V/def2-TZVPD, OMol25).

```
72
Properties=species:S:1:pos:R:3:forces:R:3
V -0.162228 -0.028920 -0.094513 0.5 -0.4 0.1
C -0.413715 -1.455203 -3.719418 0.5 -0.6 0.8
O -0.966046 -0.368839 -4.417207 -0.4 0.9 -0.3
C -1.449740 0.720023 -3.786259 0.1 -0.3 0.5
C -2.090383 1.691213 -4.567879 0.1 -0.2 0.2
C -2.621965 2.838956 -4.011131 0.0 0.0 0.0
C -2.507644 3.093609 -2.653320 0.1 0.0 0.3
C -1.846410 2.181243 -1.839054 0.1 -0.4 -0.6
C -1.493254 2.489136 -0.479566 -0.5 1.0 -0.4
N -1.004232 1.651565 0.363036 0.4 0.1 -0.3
N -0.472958 2.096351 1.523142 0.0 1.2 1.2
C 0.481740 1.328783 1.929298 -0.7 2.5 1.4
O 0.768474 0.243057 1.247173 3.3 0.9 3.5
C 1.234832 1.675752 3.101378 0.3 0.0 0.4
C 0.876553 2.818671 3.825883 0.1 -0.1 0.0
C 1.621135 3.171943 4.929628 0.0 0.1 0.1
C 2.710471 2.398923 5.312660 0.1 -0.1 0.0
C 3.075036 1.272963 4.585448 0.0 0.1 0.1
C 2.335956 0.906824 3.482110 -0.1 -0.2 -0.2
C -1.355529 0.982876 -2.413046 -0.9 1.4 -1.2
O -0.755444 0.181567 -1.555027 -1.9 1.3 -5.4
H -0.187300 -2.211620 -4.471692 -0.1 0.1 0.1
H -1.133657 -1.874327 -2.987094 0.2 0.1 -0.3
H 0.536902 -1.198372 -3.193121 -0.6 0.0 -0.4
H -2.153361 1.502147 -5.627254 0.0 0.0 -0.2
H -3.115355 3.561526 -4.641047 -0.1 0.0 -0.1
H -2.914362 3.989655 -2.212441 0.0 0.2 -0.1
H -1.540773 3.532289 -0.172557 -0.2 0.0 0.2
H 0.029788 3.410119 3.510194 0.0 0.0 0.0
H 1.359695 4.057881 5.488164 0.0 0.0 0.1
H 3.288386 2.678634 6.178753 0.1 0.1 0.1
H 3.934360 0.688847 4.871190 0.1 0.0 0.1
H 2.618466 0.031328 2.906827 0.0 0.1 0.0
C -4.752708 -2.136099 -2.792818 -0.1 0.0 -0.1
C -3.919471 -3.091104 -2.230495 0.1 0.1 0.2
C -3.194850 -2.774983 -1.092126 0.3 -0.1 0.5
C -3.275456 -1.497830 -0.542999 0.1 0.3 0.4
C -4.082945 -0.533389 -1.130137 -0.1 0.2 0.1
C -4.843677 -0.866741 -2.242012 0.1 0.1 0.0
Sb -2.036564 -0.974879 1.136749 -3.1 -3.4 0.8
C -3.137752 0.035041 2.545613 0.4 -0.1 -0.3
C -4.490443 0.117351 2.329928 -0.6 0.1 -0.2
C -5.287983 0.645337 3.325243 -0.2 0.1 0.1
C -4.720116 1.057076 4.518471 -0.1 0.0 0.0
C -3.356879 0.932573 4.726269 0.2 0.0 0.1
C -2.552867 0.413141 3.730246 0.5 0.2 0.5
C -1.861602 -3.038414 1.947479 0.1 0.8 0.0
C -3.047559 -3.761742 2.070417 0.1 0.5 -0.1
C -3.000393 -5.086099 2.473887 -0.1 0.0 0.0
C -1.787707 -5.682386 2.780695 0.2 0.0 0.1
C -0.607912 -4.951362 2.721864 -0.2 0.1 0.0
C -0.647474 -3.623909 2.311263 0.4 0.6 -0.2
H -5.345040 -2.376828 -3.662612 0.0 -0.1 -0.1
H -3.820039 -4.084583 -2.644251 -0.1 0.0 -0.1
H -2.586963 -3.550465 -0.615089 -0.2 0.2 -0.3
H -4.149168 0.473293 -0.718476 0.0 -0.1 -0.1
H -5.507652 -0.127598 -2.666780 0.0 0.0 -0.1
H -4.926597 -0.239905 1.408787 -0.1 0.0 -0.1
H -6.351080 0.719657 3.163795 -0.1 0.0 0.1
H -5.345299 1.464993 5.295818 -0.1 0.0 0.1
H -2.913702 1.223889 5.663049 0.0 0.1 0.2
H -1.483298 0.293283 3.889125 -0.1 0.1 0.1
H -4.001874 -3.294269 1.853072 0.0 -0.1 -0.1
H -3.922146 -5.645696 2.541660 0.0 -0.1 0.0
H -1.758186 -6.713603 3.092826 0.0 -0.1 0.0
H 0.330851 -5.404369 3.014527 0.0 0.0 0.0
H 0.278465 -3.029615 2.271041 -0.4 -0.4 0.1
Se -1.024484 -5.693575 -1.629954 0.3 0.7 0.2
Sb 0.719866 -4.293413 -0.751541 -0.8 -4.0 -0.7
Se 2.975657 -4.850241 -1.555274 0.6 0.7 -0.9
Se 2.360756 -5.525091 0.630426 -0.1 0.1 1.1
Se 0.176249 -1.999937 -0.340438 2.9 -4.4 -1.1
```
Forces are in eV/Å.

Values from the calculation:
HOMO = -13.2 eV
LUMO energy = -8.23 eV
Total charge = +2


Values of energy relative to the best compared isomer or geometry (same formula, charge and spin), in order: 2.034; 0.026; 2.361; 1.285; 4.264; 1.269, all in eV.
Values of E_tot, in order: -33022.3571; -50686.2725; -18697.5572; -42211.8729; -6226.7843; -343909.8420, all in eV.